# 1
A structure of composition C15H35AgBr3Cl3O9P2 in a non-equilibrium geometry, computed with ωB97M-V with the def2-TZVPD basis set.

Results
HOMO-LUMO gap (spin up / spin down) = 0.301 / 0.242 hartree
total energy = -304818.0238 eV
LUMO (spin up / spin down) = -0.157 / -0.216 Eh
ΔE to the lowest compared entry with this formula, charge and spin = 0.0 kJ/mol
HOMO (spin up / spin down) = -0.45743 / -0.45742 Eh

Geometry as ORCA input:
```
! wB97M-V def2-TZVPD RIJCOSX def2/J DEFGRID3
* xyz 1 2
Ag 2.3786 -0.6885 -3.9765
Br 4.7589 4.0961 -0.8275
Br 2.8078 5.5947 -2.7668
Br 4.6607 3.2426 -3.8575
Cl 4.6880 2.0206 2.3539
Cl 3.8606 3.1570 4.9355
Cl 2.8533 4.2342 2.4517
P -0.3702 -2.7024 3.8100
P -1.0651 0.3614 -4.1776
O -0.5753 -1.1590 3.5333
O 0.3022 -0.0340 -4.5061
O -1.6940 -0.5018 -3.0390
O 2.3493 0.6237 -2.0212
O 1.0592 -3.0049 3.2383
O -0.1898 -2.6589 5.3402
O -1.3920 -3.5815 3.3115
O -1.2338 1.8539 -3.7713
O -1.9862 0.1859 -5.3858
C -3.3550 0.7428 -5.3659
C 3.4043 2.7877 3.3017
C -0.0914 -4.9397 6.1857
C -3.3844 2.1002 -6.0587
C 2.6885 -1.2142 3.1584
C -1.7993 -1.9801 -3.2186
C 2.2044 -2.4406 3.8928
C -1.1973 2.3560 -2.3569
C -1.6085 0.6396 2.3749
C -1.0039 -0.7427 2.2429
C 3.6188 3.9092 -2.3852
C -3.2643 -2.4326 -3.3289
C -0.2967 3.5626 -2.4099
C 2.2069 0.7945 -0.6798
C -0.8511 -3.6506 6.1557
H -2.5241 0.6646 2.9664
H -3.3061 -3.4644 -3.6742
H -0.1633 -0.7422 1.5375
H -0.9051 1.3277 2.8603
H 3.1912 0.7123 -0.1745
H 3.2511 -1.4366 2.2554
H 1.6253 -0.0612 -0.2770
H -1.2347 -2.2992 -4.1009
H 1.9156 -0.4508 3.0567
H -0.4490 -5.5497 7.0196
H 0.9718 -4.8212 6.4271
H -3.8155 -1.8224 -4.0426
H -0.4931 4.2504 -3.2402
H -0.1498 -5.4267 5.2132
H -1.3758 -2.4765 -2.3478
H 1.9675 -2.1662 4.9231
H -1.7719 -1.4314 1.8811
H -1.8824 1.0505 1.3995
H -1.8721 -3.8017 5.8134
H -2.8791 2.8401 -5.4276
H 3.4081 -0.7244 3.8382
H 2.6048 2.0651 3.2916
H -2.9454 2.0214 -7.0447
H 2.8770 3.1630 -2.1811
H 0.7361 3.2640 -2.6490
H -0.2458 4.1857 -1.5160
H -4.4011 2.4944 -6.1135
H -3.7784 0.7847 -4.3636
H -3.8979 0.0529 -6.0180
H -0.8985 -3.1747 7.1339
H 2.9594 -3.2207 3.9516
H -2.2110 2.6325 -2.0788
H -3.7558 -2.3456 -2.3602
H 1.7330 1.7493 -0.4374
H -0.7680 1.6257 -1.6747
*
```

---

# 2
A cluster of 5 separate species, C15H35BBrN6O10 in total in a non-equilibrium geometry, computed with ωB97M-V with the def2-TZVPD basis set.

Results
HOMO-LUMO gap (spin up / spin down) = 0.298 / 0.319 hartree
total energy = -116245.5625 eV
LUMO (spin up / spin down) = -0.013 / -0.013 Eh
HOMO (spin up / spin down) = -0.31109 / -0.33117 Eh

Geometry as ORCA input:
```
! wB97M-V def2-TZVPD RIJCOSX def2/J DEFGRID3
* xyz 0 2
Br 1.3163 -1.2182 -4.3694
O -5.6749 0.8441 2.0389
O 1.0464 4.8943 -2.1579
O 4.2450 -1.1596 -3.4448
O -3.9484 1.0454 3.3200
O -3.4154 -3.1636 1.7933
O -1.2205 3.3208 2.7208
O 0.4685 2.0226 3.0137
O 1.9750 5.6972 -0.3800
O -1.2032 0.2892 -1.0318
O -5.5730 -3.2916 1.8812
N -0.5666 2.5365 3.3855
N -0.2707 -0.4494 -0.5269
N 1.0171 5.2945 -1.0106
N -4.6883 1.4377 2.4416
N 3.9825 -2.3409 -1.3096
N -4.5361 -2.7957 1.4932
C 1.0305 -2.2964 -1.7189
C 1.6932 0.2111 -1.9003
C 0.7924 1.6747 -0.1367
C -4.3700 2.7361 1.7856
C -1.4457 -2.0622 -2.0458
C -1.0633 2.1726 4.7407
C -0.5699 -2.7693 0.1268
C -0.2952 5.2925 -0.3072
C 1.0450 0.2105 -0.5212
C 1.8536 -1.2343 -2.4676
C 1.9676 -0.3306 0.5676
C 3.9405 -3.7901 -1.5265
C 5.2950 -1.8549 -0.8754
C -4.6341 -1.6296 0.5711
C -0.2941 -1.8396 -1.0695
B 3.4201 -1.5864 -2.4081
H 3.1783 -4.0529 -2.2530
H -0.2957 2.4577 5.4535
H 5.3068 -1.8194 0.2140
H -3.4713 3.1394 2.2376
H -5.1890 -1.9565 -0.3036
H 3.6753 -4.3135 -0.6062
H -1.3959 -3.1078 -2.3273
H 4.9012 -4.1777 -1.8511
H 1.0529 0.7792 -2.5629
H -5.1484 -0.8187 1.0892
H -4.2211 2.5368 0.7284
H -1.9879 2.7061 4.9232
H 1.4992 -0.1922 1.5350
H 5.4826 -0.8468 -1.2236
H 2.6483 0.7115 -1.7806
H 0.0971 -2.5293 0.9463
H -1.0480 4.9090 -0.9855
H 1.7753 2.1309 -0.0279
H 0.2838 2.2251 -0.9161
H -0.5118 6.3160 -0.0165
H -2.3907 -1.9252 -1.5372
H 0.7608 -3.0574 -2.4375
H 2.8807 0.2517 0.5488
H -1.6018 -2.6451 0.4147
H -0.3893 -3.7960 -0.1765
H -5.2202 3.3938 1.9389
H 0.3180 1.7440 0.8302
H 4.2132 -0.1902 -3.5153
H -1.3681 -1.4480 -2.9326
H -3.6279 -1.3242 0.3018
H 2.1645 -1.3882 0.4361
H 6.0966 -2.5298 -1.1622
H -0.1949 4.6528 0.5660
H 1.6295 -2.8011 -0.9701
H -1.2213 1.0984 4.7502
*
```

---

# 3
A cluster of 2 separate species, C7H14N2 in total in a non-equilibrium geometry, computed with ωB97M-V with the def2-TZVPD basis set.

Results
HOMO-LUMO gap = 0.347 hartree
total energy = -10465.9519 eV
SMILES string = Cc1c[nH]cn1.CCC
LUMO = 0.031 Eh
ΔE to the lowest compared entry with this formula, charge and spin = 40.0 kJ/mol
HOMO = -0.31551 Eh

Geometry as ORCA input:
```
! wB97M-V def2-TZVPD RIJCOSX def2/J DEFGRID3
* xyz 0 1
N -1.7517 -0.4306 1.1581
N -1.6845 1.7399 0.7864
C 1.5290 -1.2254 -0.6920
C 0.9231 -1.5944 -3.1560
C -1.0337 0.1175 2.1927
C -0.3067 2.5068 2.7661
C -2.1072 0.5782 0.3407
C 1.1228 -0.5912 -2.0482
C -1.0154 1.4645 1.9474
H 1.5449 -2.4739 -3.0044
H -2.6720 0.4949 -0.5746
H 0.2929 0.0952 -1.8374
H 0.7687 2.3432 2.7033
H -0.5149 3.5121 2.4301
H -0.6961 -0.4118 3.0694
H 0.9634 -0.8775 0.1643
H -0.0965 -1.9425 -3.3071
H 1.5101 -2.3152 -0.7420
H 2.5475 -0.8987 -0.4530
H -1.8948 -1.3886 0.8828
H 1.8819 0.1428 -2.2960
H -0.6241 2.4003 3.7878
H 1.3131 -1.2454 -4.1185
*
```

---

# 4
A cluster of 2 separate species, C28H25N5O6Si in total in a non-equilibrium geometry, computed with ωB97M-V with the def2-TZVPD basis set.

Results
HOMO-LUMO gap = 0.242 hartree
total energy = -57043.1829 eV
SMILES string = O=[N+]([O-])c1cc([N+](=O)[O-])c2no[n+]([O-])c2c1.c1ccc([Si](c2ccccc2)(c2ccccc2)[C@@H]2CCCN2)cc1
LUMO = -0.082 Eh
ΔE to the lowest compared entry with this formula, charge and spin = 44.6 kJ/mol
HOMO = -0.32363 Eh

Geometry as ORCA input:
```
! wB97M-V def2-TZVPD RIJCOSX def2/J DEFGRID3
* xyz 0 1
Si 0.9594 -0.3926 3.4159
O -3.5779 5.8823 -1.2711
O -4.3441 -0.1890 2.2271
O 0.2337 2.9052 2.4754
O -5.5706 5.0245 -0.9779
O 0.3606 4.2576 0.7540
O -5.7112 1.1480 0.9510
N -5.6470 2.3690 0.3079
N -1.4028 1.4338 3.8411
N -0.2918 3.4781 1.4733
N -4.4953 0.8503 1.5929
N -4.3416 5.0118 -0.7882
C 3.4539 2.5584 1.9414
C -0.3996 0.4834 4.4151
C -1.2264 -0.5889 -0.0554
C 0.9512 -2.9162 4.7945
C -3.6497 1.9497 1.3723
C 1.7260 -1.8640 4.2783
C -0.4014 -2.8267 0.3297
C 2.9621 -4.1495 5.3578
C -1.6855 3.2278 1.1838
C 4.1911 2.9615 3.0615
C 2.5270 1.5175 2.0434
C 1.5669 -4.0591 5.3179
C 4.0008 2.3153 4.2908
C 3.1224 -1.9598 4.3435
C -2.3386 2.1343 1.7676
C 2.3104 0.8880 3.2742
C -2.3463 4.1231 0.3068
C -2.3894 0.4040 5.7949
C -1.1933 -0.4303 5.3347
C 0.4016 -2.3590 1.3797
C 0.2981 -1.0231 1.7953
C -0.4345 -0.1295 1.0024
C 3.7410 -3.0930 4.8790
C 3.0585 1.2791 4.3972
C -4.3936 2.8289 0.5539
C -3.7067 3.9893 0.0237
C -1.2734 -1.9603 -0.3419
C -2.6012 1.4674 4.7212
H -1.5358 -1.3018 4.7661
H 3.5702 3.0606 0.9794
H -0.9740 2.3657 3.7645
H -1.7954 0.1239 -0.6566
H -0.1373 -2.8515 4.7778
H -1.7758 4.9486 -0.1066
H 4.8300 -3.1442 4.9097
H -2.1663 0.8978 6.7459
H -0.3714 0.9400 1.2281
H -1.8255 1.3956 2.4584
H 1.0991 -3.0309 1.8871
H 4.9100 3.7786 2.9739
H 3.4434 -5.0425 5.7558
H -3.4956 1.2328 4.1329
H -1.9675 -2.3444 -1.0958
H -2.7222 2.4816 5.1297
H 2.9047 0.7805 5.3617
H -0.3375 -3.8765 0.0408
H -3.2833 -0.2119 5.9162
H 1.9833 1.1771 1.1596
H 0.9497 -4.8801 5.6871
H 0.2531 1.1135 5.0423
H 3.7397 -1.1439 3.9697
H -0.5614 -0.7893 6.1506
H 4.5713 2.6123 5.1733
*
```

---

# 5
The molecule C14H18N2O4 in a non-equilibrium geometry, computed with ωB97M-V with the def2-TZVPD basis set.

Results
HOMO-LUMO gap = 0.312 hartree
total energy = -25974.3598 eV
SMILES string = N[C@@H](Cc1ccc(O)cc1)C(=O)N1CCC[C@H]1C(=O)O
LUMO = 0.015 Eh
ΔE to the lowest compared entry with this formula, charge and spin = 712.6 kJ/mol
HOMO = -0.29711 Eh

Geometry as ORCA input:
```
! wB97M-V def2-TZVPD RIJCOSX def2/J DEFGRID3
* xyz 0 1
O 0.6979 -2.6746 -1.2773
O 2.3655 -1.1495 -2.0727
O 2.4839 0.8225 -0.6131
O -3.9094 -1.3938 -0.2403
N 2.1528 3.2109 0.3014
N 1.1279 -0.1418 0.8709
C -0.0174 -0.4151 1.7772
C -3.0467 0.4774 0.8174
C 0.3765 -1.6281 2.5128
C 1.5793 -1.8595 -1.1487
C -2.3225 -0.2291 -1.6558
C -0.3174 2.7355 -0.3028
C -2.3272 1.5345 0.6450
C 1.0086 2.2278 0.4575
C 1.8263 -1.4395 0.3898
C -1.2734 1.5699 -0.4438
C 1.5690 0.8840 0.2580
C -3.0188 -0.3827 -0.3455
C -1.2771 0.7418 -1.6578
C 1.2150 -2.4362 1.4169
H 0.9138 -1.5005 3.6295
H 0.7827 2.0118 1.5386
H -0.4575 0.8953 -2.5350
H -0.0988 3.1754 -1.3645
H 0.7201 -3.2121 0.6006
H -0.2721 0.4121 2.3947
H -0.5983 3.5710 0.3475
H -1.0535 -0.6128 1.2718
H 2.9945 -1.2064 0.5372
H -0.7180 -2.3867 2.5730
H -3.7983 0.3744 1.5272
H -2.5751 2.5688 1.1187
H 2.9247 -0.4409 -1.7370
H 2.4660 3.0283 -0.6399
H -2.3742 -1.0313 -2.3857
H 2.9422 2.9820 1.0155
H 1.8926 -3.2647 1.8883
H -3.6041 -2.3686 -0.6807
*
```

---

# 6
A structure of composition C3H3O4Sn in a non-equilibrium geometry, computed with ωB97M-V with the def2-TZVPD basis set.

Results
HOMO-LUMO gap (spin up / spin down) = 0.273 / 0.222 hartree
total energy = -17177.1839 eV
LUMO (spin up / spin down) = -0.015 / -0.066 Eh
ΔE to the lowest compared entry with this formula, charge and spin = 187.2 kJ/mol
HOMO (spin up / spin down) = -0.28746 / -0.28811 Eh

Geometry as ORCA input:
```
! wB97M-V def2-TZVPD RIJCOSX def2/J DEFGRID3
* xyz 0 2
Sn 0.3627 0.7626 -0.1067
O -0.5948 1.5046 -1.4298
O 1.9065 -0.4091 0.0286
O -0.2443 -0.0900 1.5290
O -2.0959 2.2038 -2.9185
C 1.6759 -1.2534 0.9577
C 0.4618 -1.1448 1.6944
C -1.7495 1.4858 -1.9910
H -2.4566 0.6995 -1.5897
H 0.2745 -1.8036 2.5527
H 2.4596 -1.9555 1.2734
*
```

---

Question: Which value of total energy does entry 2 give?
Answer: -116245.5625 eV

---

Question: total energy of number 3 (C7H14N2)?
Answer: -10465.9519 eV

---

Repeat the first record exactly.
A structure of composition C15H35AgBr3Cl3O9P2 in a non-equilibrium geometry, computed with ωB97M-V with the def2-TZVPD basis set.

Results
HOMO-LUMO gap (spin up / spin down) = 0.301 / 0.242 hartree
total energy = -304818.0238 eV
LUMO (spin up / spin down) = -0.157 / -0.216 Eh
ΔE to the lowest compared entry with this formula, charge and spin = 0.0 kJ/mol
HOMO (spin up / spin down) = -0.45743 / -0.45742 Eh

Geometry as ORCA input:
```
! wB97M-V def2-TZVPD RIJCOSX def2/J DEFGRID3
* xyz 1 2
Ag 2.3786 -0.6885 -3.9765
Br 4.7589 4.0961 -0.8275
Br 2.8078 5.5947 -2.7668
Br 4.6607 3.2426 -3.8575
Cl 4.6880 2.0206 2.3539
Cl 3.8606 3.1570 4.9355
Cl 2.8533 4.2342 2.4517
P -0.3702 -2.7024 3.8100
P -1.0651 0.3614 -4.1776
O -0.5753 -1.1590 3.5333
O 0.3022 -0.0340 -4.5061
O -1.6940 -0.5018 -3.0390
O 2.3493 0.6237 -2.0212
O 1.0592 -3.0049 3.2383
O -0.1898 -2.6589 5.3402
O -1.3920 -3.5815 3.3115
O -1.2338 1.8539 -3.7713
O -1.9862 0.1859 -5.3858
C -3.3550 0.7428 -5.3659
C 3.4043 2.7877 3.3017
C -0.0914 -4.9397 6.1857
C -3.3844 2.1002 -6.0587
C 2.6885 -1.2142 3.1584
C -1.7993 -1.9801 -3.2186
C 2.2044 -2.4406 3.8928
C -1.1973 2.3560 -2.3569
C -1.6085 0.6396 2.3749
C -1.0039 -0.7427 2.2429
C 3.6188 3.9092 -2.3852
C -3.2643 -2.4326 -3.3289
C -0.2967 3.5626 -2.4099
C 2.2069 0.7945 -0.6798
C -0.8511 -3.6506 6.1557
H -2.5241 0.6646 2.9664
H -3.3061 -3.4644 -3.6742
H -0.1633 -0.7422 1.5375
H -0.9051 1.3277 2.8603
H 3.1912 0.7123 -0.1745
H 3.2511 -1.4366 2.2554
H 1.6253 -0.0612 -0.2770
H -1.2347 -2.2992 -4.1009
H 1.9156 -0.4508 3.0567
H -0.4490 -5.5497 7.0196
H 0.9718 -4.8212 6.4271
H -3.8155 -1.8224 -4.0426
H -0.4931 4.2504 -3.2402
H -0.1498 -5.4267 5.2132
H -1.3758 -2.4765 -2.3478
H 1.9675 -2.1662 4.9231
H -1.7719 -1.4314 1.8811
H -1.8824 1.0505 1.3995
H -1.8721 -3.8017 5.8134
H -2.8791 2.8401 -5.4276
H 3.4081 -0.7244 3.8382
H 2.6048 2.0651 3.2916
H -2.9454 2.0214 -7.0447
H 2.8770 3.1630 -2.1811
H 0.7361 3.2640 -2.6490
H -0.2458 4.1857 -1.5160
H -4.4011 2.4944 -6.1135
H -3.7784 0.7847 -4.3636
H -3.8979 0.0529 -6.0180
H -0.8985 -3.1747 7.1339
H 2.9594 -3.2207 3.9516
H -2.2110 2.6325 -2.0788
H -3.7558 -2.3456 -2.3602
H 1.7330 1.7493 -0.4374
H -0.7680 1.6257 -1.6747
*
```

---

Question: Which value of total energy does entry 2 give?
Answer: -116245.5625 eV